# 1
Formula: C24H54O12S
Source: the Open Molecules 2025 dataset
Level of theory: the ωB97M-V functional and the def2-TZVPD basis

The geometry in XYZ format:
```
91
C24H54O12S | the Open Molecules 2025 dataset | the ωB97M-V functional and the def2-TZVPD basis
C 3.918 0.076 2.836
C 4.161 -1.240 1.930
C 4.591 -0.915 0.417
S 3.234 0.195 -0.280
O 5.809 -0.157 0.286
C 6.959 -0.930 0.594
O 7.518 -1.732 -0.162
C 7.644 -0.708 2.045
O 8.403 0.512 2.042
C 7.594 1.666 2.376
H 4.381 -0.126 3.853
H 4.501 0.947 2.364
H 2.815 0.308 2.947
H 4.964 -1.859 2.451
H 3.175 -1.813 1.872
H 4.562 -1.872 -0.206
H 2.011 -0.174 0.253
H 8.364 -1.576 2.247
H 6.854 -0.757 2.874
H 7.362 2.213 1.407
H 8.153 2.330 3.123
H 6.598 1.406 2.866
C 0.920 1.904 -4.753
O 1.092 0.626 -5.344
C 2.033 -0.213 -4.692
C 1.437 -1.492 -4.086
O 0.377 -1.393 -3.141
C -0.829 -0.760 -3.554
C -1.617 -1.337 -4.735
O -0.891 -1.404 -5.958
C -0.665 -2.720 -6.440
H 1.321 2.669 -5.423
H -0.150 2.098 -4.643
H 1.388 1.989 -3.768
H 2.613 0.329 -3.939
H 2.744 -0.529 -5.464
H 2.251 -1.992 -3.549
H 1.160 -2.202 -4.861
H -0.650 0.302 -3.697
H -1.493 -0.805 -2.685
H -2.460 -0.665 -4.919
H -2.048 -2.312 -4.465
H -0.882 -3.489 -5.702
H 0.383 -2.799 -6.739
H -1.277 -2.873 -7.335
C -3.117 -0.153 3.590
O -2.696 -1.402 3.062
C -1.838 -1.309 1.936
C -0.424 -1.863 2.150
O 0.383 -1.351 3.200
C -0.090 -1.468 4.538
C -0.370 -2.858 5.119
O -1.337 -3.618 4.400
C -0.830 -4.799 3.798
H -4.186 -0.028 3.405
H -2.974 -0.165 4.673
H -2.565 0.696 3.178
H -1.790 -0.287 1.546
H -2.301 -1.921 1.153
H 0.136 -1.645 1.233
H -0.432 -2.949 2.200
H -0.948 -0.816 4.677
H 0.689 -1.020 5.163
H -0.783 -2.711 6.121
H 0.570 -3.413 5.247
H 0.257 -4.841 3.783
H -1.202 -4.846 2.772
H -1.231 -5.665 4.335
C -4.236 1.210 -2.465
O -5.022 2.181 -1.792
C -5.737 1.696 -0.665
C -5.321 2.312 0.678
O -3.966 2.227 1.095
C -2.967 2.816 0.270
C -3.024 4.318 -0.028
O -4.221 4.751 -0.666
C -5.014 5.640 0.106
H -4.670 1.013 -3.448
H -3.237 1.622 -2.628
H -4.136 0.275 -1.907
H -5.709 0.603 -0.605
H -6.785 1.973 -0.829
H -5.891 1.785 1.451
H -5.660 3.341 0.759
H -2.877 2.246 -0.651
H -2.019 2.637 0.788
H -2.210 4.539 -0.725
H -2.819 4.894 0.885
H -4.710 5.689 1.149
H -6.053 5.305 0.052
H -4.963 6.635 -0.347
```

* orbital gap: 9.5 eV
* calculated total energy: -2247.57084 hartree
* SMILES: CC[C@@H](S)OC(=O)COC.COCCOCCOC.COCCOCCOC.COCCOCCOC
* energy relative to the best compared isomer or geometry (same formula, charge and spin): 0.0 kJ/mol

---

# 2
Formula: C24H56BBrIN6O13
Source: the Open Molecules 2025 dataset
Level of theory: the ωB97M-V functional and the def2-TZVPD basis

The geometry in XYZ format:
```
102
C24H56BBrIN6O13 | the Open Molecules 2025 dataset | the ωB97M-V functional and the def2-TZVPD basis
C -2.051 -7.378 1.420
C -1.130 -7.502 0.205
C -1.010 -6.190 -0.599
C 0.389 -5.568 -0.484
C 0.583 -4.733 0.809
B 0.459 -3.054 0.668
C 2.003 -2.509 0.427
C 2.500 -2.539 -1.027
C 4.044 -2.606 -1.134
C 4.647 -1.413 -1.867
C 6.058 -1.708 -2.354
O 6.863 -0.570 -2.633
C 6.286 0.348 -3.552
C 5.780 1.605 -2.839
C -0.576 -2.730 -0.569
C -1.197 -1.333 -0.702
C -2.560 -1.176 -0.018
Br -0.023 0.160 -0.169
C -0.149 -2.512 2.125
C 0.838 -2.133 3.217
C 0.110 -1.505 4.414
I 1.934 -3.805 4.046
H -1.661 -6.632 2.103
H -3.057 -7.077 1.141
H -2.041 -8.324 1.961
H -0.162 -7.820 0.587
H -1.513 -8.314 -0.412
H -1.255 -6.396 -1.640
H -1.770 -5.524 -0.192
H 0.674 -5.054 -1.399
H 1.057 -6.428 -0.421
H -0.127 -5.128 1.538
H 1.563 -5.000 1.198
H 2.130 -1.474 0.759
H 2.720 -3.074 1.020
H 2.116 -3.388 -1.590
H 2.187 -1.630 -1.541
H 4.507 -2.690 -0.153
H 4.328 -3.507 -1.681
H 4.659 -0.535 -1.225
H 4.003 -1.184 -2.717
H 6.574 -2.242 -1.559
H 6.009 -2.385 -3.213
H 5.503 -0.111 -4.149
H 7.085 0.645 -4.231
H 6.238 1.618 -1.856
H 6.051 2.504 -3.380
H 4.705 1.581 -2.688
H -0.165 -2.979 -1.547
H -1.427 -3.399 -0.451
H -1.392 -1.164 -1.755
H -2.497 -0.678 0.938
H -3.205 -0.583 -0.661
H -3.032 -2.146 0.091
H -0.828 -3.242 2.575
H -0.755 -1.612 2.006
H 1.569 -1.398 2.900
H -0.678 -0.854 4.046
H 0.787 -0.966 5.070
H -0.382 -2.270 5.008
C -0.441 1.609 -3.128
N -0.810 1.785 -4.564
O -0.978 2.918 -4.979
O -0.924 0.775 -5.233
H -0.382 2.587 -2.668
H -1.211 1.005 -2.662
H 0.516 1.100 -3.094
C -2.501 2.877 2.706
N -3.044 1.537 2.349
O -3.822 1.470 1.415
O -2.667 0.594 3.016
H -2.919 3.607 2.028
H -2.789 3.080 3.733
H -1.421 2.828 2.606
C -3.654 6.967 -0.490
N -3.254 6.238 0.739
O -3.795 6.524 1.793
O -2.408 5.374 0.603
H -4.419 7.690 -0.231
H -2.768 7.456 -0.891
H -4.030 6.219 -1.188
C -0.151 9.913 -3.201
N -1.495 9.362 -2.875
O -1.548 8.231 -2.432
O -2.451 10.086 -3.075
H 0.593 9.160 -2.972
H -0.150 10.160 -4.258
H -0.010 10.804 -2.597
C -5.824 3.460 -3.788
N -4.962 4.406 -3.029
O -3.778 4.429 -3.288
O -5.510 5.100 -2.186
H -5.201 2.919 -4.489
H -6.281 2.790 -3.067
H -6.579 4.049 -4.301
C 1.447 -0.751 8.842
N 1.000 0.508 8.182
O 0.762 1.471 8.892
O 0.907 0.474 6.975
H 1.485 -0.583 9.912
H 0.726 -1.523 8.588
H 2.426 -0.996 8.444
```

* orbital gap: 6.1 eV
* calculated total energy: -5150.72138 hartree
* charge: -1

---

# 3
Formula: C24H56BN2O7
Source: the Open Molecules 2025 dataset
Level of theory: the ωB97M-V functional and the def2-TZVPD basis

The geometry in XYZ format:
```
90
C24H56BN2O7 | the Open Molecules 2025 dataset | the ωB97M-V functional and the def2-TZVPD basis
C -1.054 -2.703 2.207
C -0.901 -1.501 2.011
C -0.724 0.054 1.887
C 0.545 0.483 1.022
C 1.873 -0.066 1.726
B 2.820 -1.020 0.774
O 3.579 -0.235 -0.256
C 2.060 -2.335 0.145
C 1.372 -2.106 -1.267
N 1.365 -3.303 -2.167
C 4.005 -1.628 1.792
O 3.452 -2.355 2.939
N 3.464 -3.693 2.745
O 2.587 -4.150 3.429
H -0.829 -3.800 2.137
H -1.695 0.478 1.484
H -0.536 0.427 2.945
H 0.457 0.245 -0.075
H 0.583 1.624 1.093
H 1.564 -0.562 2.694
H 2.507 0.843 2.022
H 4.240 0.280 0.254
H 2.877 -3.129 -0.008
H 1.346 -2.788 0.902
H 1.811 -1.238 -1.847
H 0.288 -1.809 -1.051
H 0.394 -3.626 -2.231
H 1.916 -4.068 -1.768
H 4.549 -0.712 2.200
H 4.690 -2.316 1.205
C 6.399 -1.415 -1.880
C 6.833 -1.815 -3.278
O 6.379 -3.105 -3.658
C 4.968 -3.281 -3.712
C 4.285 -2.387 -4.731
H 6.655 -2.194 -1.157
H 6.882 -0.482 -1.582
H 5.319 -1.262 -1.827
H 7.925 -1.852 -3.313
H 6.523 -1.066 -4.016
H 4.529 -3.152 -2.718
H 4.802 -4.324 -3.993
H 4.331 -1.336 -4.434
H 3.232 -2.659 -4.830
H 4.769 -2.474 -5.707
C -5.753 -4.558 -1.565
C -4.684 -5.251 -0.737
O -3.793 -4.352 -0.100
C -4.368 -3.458 0.843
C -5.011 -4.163 2.026
H -5.303 -3.837 -2.251
H -6.323 -5.290 -2.141
H -6.456 -4.011 -0.931
H -4.072 -5.868 -1.399
H -5.132 -5.930 -0.003
H -5.078 -2.785 0.350
H -3.552 -2.834 1.211
H -5.903 -4.718 1.724
H -5.311 -3.437 2.784
H -4.316 -4.877 2.473
C -3.787 4.070 3.080
C -3.330 3.669 1.688
O -3.784 2.384 1.294
C -5.188 2.211 1.205
C -5.843 3.109 0.169
H -3.550 3.288 3.805
H -3.302 4.999 3.388
H -4.868 4.231 3.115
H -2.238 3.625 1.678
H -3.619 4.421 0.945
H -5.653 2.337 2.189
H -5.348 1.169 0.917
H -5.802 4.159 0.469
H -6.893 2.840 0.040
H -5.334 3.024 -0.793
C 0.437 5.524 -1.828
C -0.270 5.503 -0.484
O 0.596 5.222 0.604
C 1.641 6.153 0.833
C 1.144 7.548 1.173
H 1.026 4.615 -1.969
H -0.289 5.606 -2.640
H 1.121 6.373 -1.906
H -1.017 4.706 -0.494
H -0.814 6.438 -0.309
H 2.327 6.175 -0.021
H 2.212 5.767 1.680
H 0.657 8.019 0.315
H 1.977 8.186 1.475
H 0.413 7.510 1.984
```

* orbital gap: 6.9 eV
* calculated total energy: -1608.89530 hartree
* charge: -1

---

# 4
Formula: C24H56ClFI2N7O10P4
Source: the Open Molecules 2025 dataset
Level of theory: the ωB97M-V functional and the def2-TZVPD basis

The geometry in XYZ format:
```
105
C24H56ClFI2N7O10P4 | the Open Molecules 2025 dataset | the ωB97M-V functional and the def2-TZVPD basis
C 0.355 -2.975 3.213
C -0.270 -1.961 2.201
C 0.103 -2.469 0.775
Cl 1.867 -2.002 0.583
P -1.064 -1.830 -0.611
C 0.259 -1.000 -1.707
F -1.204 -0.444 0.411
C -2.369 -0.874 -1.667
O -3.677 -0.817 -1.048
O -4.655 -0.869 -2.073
O -0.862 -3.164 -1.705
C -1.699 -4.281 -1.500
C -0.704 -5.459 -1.425
I 1.394 -5.051 -1.303
C -1.022 -6.748 -1.469
C -0.004 -7.876 -1.383
I -3.041 -7.342 -1.693
C -2.637 -3.950 -0.236
C -2.490 -4.850 0.999
P -3.569 -4.474 2.415
O -3.962 -3.083 2.600
O -2.867 -4.992 3.790
O -4.940 -5.354 2.289
N -4.003 -3.729 -0.838
C -4.837 -4.611 -0.707
O -5.629 -5.487 -0.676
O -2.330 -2.669 0.215
H 0.160 -2.673 4.248
H 1.415 -3.153 3.022
H -0.157 -3.944 3.088
H -1.344 -1.994 2.383
H 0.205 -1.006 2.411
H 0.113 -3.561 0.872
H 0.717 -0.127 -1.238
H -0.239 -0.628 -2.614
H 0.992 -1.716 -2.083
H -2.028 0.167 -1.663
H -2.416 -1.272 -2.686
H -4.605 -1.750 -2.472
H -2.380 -4.369 -2.354
H 0.565 -7.977 -2.310
H -0.570 -8.810 -1.268
H 0.635 -7.785 -0.505
H -2.670 -5.905 0.739
H -1.461 -4.828 1.370
H -3.305 -4.495 4.493
H -4.950 -6.054 2.951
O -0.919 1.396 4.954
P -1.459 2.778 4.675
N -1.509 2.691 2.969
C -0.833 3.540 2.016
C -2.353 1.659 2.364
N -0.078 3.648 5.248
C 0.606 4.710 4.539
C 0.887 2.906 6.050
N -2.351 4.296 4.705
C -2.681 4.690 6.101
C -3.621 4.343 3.961
H -0.951 4.606 2.244
H -1.244 3.418 1.013
H 0.236 3.305 1.954
H -3.405 1.982 2.320
H -2.320 0.731 2.936
H -2.039 1.407 1.355
H 1.276 4.321 3.762
H 1.217 5.298 5.233
H -0.084 5.423 4.093
H 1.535 2.278 5.428
H 0.385 2.273 6.777
H 1.519 3.593 6.621
H -3.365 3.974 6.569
H -3.144 5.678 6.120
H -1.785 4.749 6.714
H -4.296 3.530 4.242
H -3.458 4.307 2.886
H -4.128 5.292 4.150
O 2.827 0.462 -3.593
P 3.789 1.442 -4.212
N 3.837 2.572 -2.916
C 3.490 3.974 -2.944
C 4.304 2.089 -1.624
N 2.754 1.975 -5.483
C 2.468 3.354 -5.823
C 1.577 1.155 -5.764
N 5.127 2.224 -5.047
C 5.539 1.436 -6.239
C 6.358 2.460 -4.275
H 3.945 4.502 -3.789
H 3.856 4.493 -2.056
H 2.405 4.119 -2.976
H 5.405 2.077 -1.573
H 3.956 1.071 -1.433
H 3.938 2.703 -0.802
H 1.729 3.800 -5.147
H 2.062 3.418 -6.838
H 3.363 3.973 -5.837
H 0.778 1.327 -5.034
H 1.828 0.098 -5.760
H 1.186 1.377 -6.761
H 5.941 0.459 -5.954
H 6.298 1.974 -6.809
H 4.698 1.271 -6.909
H 6.726 1.549 -3.793
H 6.214 3.225 -3.513
H 7.142 2.843 -4.930
```

* orbital gap: 6.8 eV
* calculated total energy: -4604.57796 hartree
* charge: -1

---

# 5
Formula: C24H56N8O8
Source: the Open Molecules 2025 dataset
Level of theory: the ωB97M-V functional and the def2-TZVPD basis

The geometry in XYZ format:
```
96
C24H56N8O8 | the Open Molecules 2025 dataset | the ωB97M-V functional and the def2-TZVPD basis
C 8.770 27.158 -12.218
N 7.561 27.689 -12.921
C 7.240 29.045 -12.464
C 6.838 27.042 -13.874
O 5.922 27.545 -14.468
H 8.836 27.472 -11.176
H 9.613 27.408 -12.862
H 8.748 26.073 -12.117
H 8.117 29.567 -12.079
H 6.929 29.646 -13.319
H 6.541 29.117 -11.631
H 7.104 25.974 -13.923
C 9.132 21.626 -15.223
N 7.877 21.515 -16.002
C 7.778 20.605 -17.065
C 6.899 22.439 -15.731
O 7.008 23.512 -15.121
H 9.989 21.752 -15.886
H 9.069 20.675 -14.694
H 9.189 22.404 -14.462
H 8.572 20.818 -17.781
H 8.229 19.658 -16.770
H 6.799 20.543 -17.539
H 6.023 22.226 -16.363
C 6.224 29.854 -22.461
N 5.190 30.426 -23.315
C 4.280 31.325 -22.720
C 5.281 30.245 -24.593
O 4.513 30.734 -25.402
H 6.675 30.572 -21.775
H 6.972 29.515 -23.178
H 5.900 28.923 -21.997
H 3.633 30.925 -21.939
H 4.718 32.249 -22.345
H 3.588 31.749 -23.448
H 6.005 29.509 -24.974
C 7.698 26.055 -17.403
N 7.527 27.129 -18.405
C 7.852 28.424 -17.961
C 6.623 26.933 -19.397
O 6.216 27.860 -20.045
H 8.767 25.910 -17.243
H 7.213 25.107 -17.637
H 7.210 26.316 -16.464
H 8.933 28.564 -17.978
H 7.516 29.176 -18.676
H 7.416 28.545 -16.970
H 6.306 25.879 -19.429
C 10.180 29.975 -20.154
N 9.645 30.842 -21.079
C 9.676 30.199 -22.356
C 8.919 31.946 -20.871
O 8.325 32.489 -21.765
H 9.591 29.057 -20.158
H 10.157 30.422 -19.160
H 11.237 29.832 -20.377
H 9.053 29.308 -22.435
H 9.569 30.913 -23.173
H 10.722 29.894 -22.355
H 8.972 32.284 -19.825
C 7.506 31.541 -15.985
N 7.565 32.824 -15.322
C 7.756 32.898 -13.869
C 7.429 33.840 -16.054
O 7.200 34.945 -15.575
H 7.329 31.540 -17.061
H 6.572 31.063 -15.692
H 8.337 30.848 -15.855
H 6.993 32.477 -13.214
H 8.703 32.385 -13.702
H 7.834 33.957 -13.625
H 7.483 33.571 -17.120
C 11.195 27.441 -15.283
N 12.594 26.943 -15.387
C 12.649 25.554 -15.598
C 13.696 27.763 -15.490
O 14.826 27.400 -15.682
H 10.744 27.145 -14.335
H 10.604 26.936 -16.047
H 11.291 28.496 -15.537
H 12.023 25.047 -14.863
H 12.206 25.447 -16.588
H 13.639 25.101 -15.560
H 13.419 28.807 -15.276
C 0.982 25.728 -21.166
N 1.892 26.801 -20.987
C 1.356 28.134 -21.375
C 3.188 26.516 -20.744
O 3.712 25.436 -20.424
H -0.016 26.017 -20.835
H 1.285 24.747 -20.799
H 0.799 25.559 -22.227
H 2.021 28.785 -21.943
H 0.546 27.908 -22.069
H 0.842 28.613 -20.542
H 3.831 27.410 -20.752
```

* orbital gap: 8.9 eV
* calculated total energy: -1987.90755 hartree
* SMILES: CN(C)C=O.CN(C)C=O.CN(C)C=O.CN(C)C=O.CN(C)C=O.CN(C)C=O.CN(C)C=O.CN(C)C=O
* energy relative to the best compared isomer or geometry (same formula, charge and spin): 792.3 kJ/mol